# C16H14Cl3GeMnN2O2

C16H14Cl3GeMnN2O2 as an isolated structure at a distorted geometry (the ωB97M-V functional and the def2-TZVPD basis, OMol25).

spin multiplicity	6
gap between HOMO and LUMO (spin up / spin down)	7.400 / 5.678	eV
charge	+1
E_HOMO (spin up / spin down)	-11.4 / -11.7	eV
expectation value of S²	8.797
total energy	-5486.50850	Ha

```
39
C16H14Cl3GeMnN2O2 the ωB97M-V functional and the def2-TZVPD basis
Mn -0.0349 0.2157 0.2470
O -1.6100 1.0261 -0.1880
C -1.9298 1.8302 -1.2117
C -3.2692 2.1385 -1.4118
C -3.6303 2.9717 -2.4518
C -2.6779 3.5257 -3.3168
C -1.3541 3.2321 -3.1159
C -0.9602 2.3820 -2.0622
C 0.4365 2.1699 -1.8621
N 0.9736 1.4377 -0.9476
C 2.4428 1.3487 -0.8122
C 2.7150 0.7697 0.5652
N 1.7499 -0.3231 0.7667
C 2.1287 -1.5177 1.1030
C 1.3010 -2.6597 1.1916
C 1.8840 -3.8708 1.6449
C 1.1452 -5.0148 1.7195
C -0.2042 -4.9709 1.3184
C -0.7923 -3.8181 0.8582
C -0.0510 -2.6322 0.7895
O -0.6552 -1.5443 0.3370
H -4.0039 1.7104 -0.7437
H -4.6788 3.2003 -2.5960
H -2.9823 4.1761 -4.1239
H -0.5923 3.6543 -3.7615
H 1.1112 2.7022 -2.5343
H 2.8378 0.7032 -1.5977
H 2.8931 2.3369 -0.9065
H 3.7395 0.4118 0.6657
H 2.5452 1.5316 1.3281
H 3.1881 -1.6484 1.3257
H 2.9273 -3.8688 1.9385
H 1.5839 -5.9364 2.0745
H -0.7983 -5.8754 1.3678
H -1.8270 -3.7940 0.5447
Cl 0.3892 2.5652 3.5327
Ge -0.8791 0.9552 2.9769
Cl -0.1841 -0.8622 3.8411
Cl -2.8769 1.3416 3.5069
```

List of Löwdin charges in e, atom by atom: Mn 0.9273; O -0.2064; C -0.2860; C 0.0128; C -0.0315; C -0.0604; C -0.0198; C -0.1401; C -0.0309; N -0.0560; C -0.1517; C -0.1633; N -0.0892; C -0.0471; C -0.1701; C -0.0231; C -0.0620; C -0.0324; C 0.0094; C -0.3269; O -0.1601; H 0.1291; H 0.1189; H 0.1133; H 0.1214; H 0.1509; H 0.1344; H 0.1325; H 0.1307; H 0.1091; H 0.1490; H 0.1211; H 0.1127; H 0.1185; H 0.1284; Cl 0.1639; Ge -0.2410; Cl 0.2179; Cl 0.1968